Computed, not measured: C30H29IN2OPdSi as an isolated structure at a distorted geometry, with ωB97M-V with the def2-TZVPD basis set.

Structure (XYZ):
```
65
Properties=species:S:1:pos:R:3:forces:R:3
C 0.839 3.266 -0.911 3.93 0.05 -1.62
C 3.068 1.261 -1.923 0.93 3.86 -0.09
H 1.694 3.738 -1.648 -2.70 -0.32 1.72
H 1.328 3.168 0.126 -1.58 0.60 -1.10
H -0.208 3.189 -1.343 1.44 0.74 0.95
H 2.807 0.621 -2.804 1.62 0.49 1.03
H 3.199 2.451 -2.162 0.37 -3.08 0.12
H 3.421 1.083 -0.847 0.16 -0.54 -1.86
C -1.993 1.960 -2.326 -0.15 0.04 -0.40
C -3.256 1.801 -2.895 0.07 0.08 0.22
C -3.480 0.726 -3.742 0.18 -0.19 -0.12
C -2.429 -0.163 -3.958 0.48 0.23 0.43
H -1.836 2.764 -1.601 -0.21 -0.23 -0.41
H -4.039 2.513 -2.654 0.11 -0.13 -0.02
H -4.454 0.557 -4.216 0.46 0.12 0.24
H -2.572 -1.047 -4.563 -0.06 0.15 0.00
N -0.960 1.164 -2.607 0.03 -0.17 0.28
C -1.172 0.068 -3.359 -0.97 0.34 -0.40
C -0.085 -0.925 -3.473 0.72 -1.06 -0.39
N 1.072 -0.616 -2.872 -0.10 -0.21 0.29
C 2.023 -1.541 -2.740 -0.35 -0.49 -0.65
C 0.779 -3.138 -4.033 -0.15 0.41 0.10
C 1.930 -2.805 -3.329 0.19 0.24 0.39
H 2.889 -1.252 -2.151 0.02 -0.19 -0.21
H 2.754 -3.503 -3.208 -0.18 0.06 -0.06
C -0.247 -2.191 -4.096 0.10 0.45 0.42
H -1.177 -2.452 -4.591 0.21 0.08 0.07
H 0.670 -4.126 -4.493 0.00 0.47 0.13
Pd 1.213 1.390 -1.420 -3.58 -2.35 -0.59
I -1.209 4.309 0.519 -0.83 0.71 0.83
O 0.234 -0.034 -0.409 -0.25 -0.98 -0.06
Si 0.030 -0.273 1.158 -0.75 1.51 0.73
C 0.394 -2.008 1.805 0.34 0.50 -0.76
C 1.566 -2.660 1.393 1.50 -1.94 0.10
C 1.954 -3.875 1.970 0.66 1.63 -1.55
C 1.143 -4.484 2.937 -0.25 -0.31 0.51
C -0.059 -3.874 3.315 -1.15 1.26 0.00
C -0.431 -2.645 2.751 -0.58 -1.89 1.71
C 1.258 0.877 1.972 0.03 -0.56 0.32
C 2.624 0.674 1.739 0.40 0.48 0.20
C 3.563 1.608 2.196 -0.01 -0.24 -0.20
C 3.142 2.725 2.923 -0.13 0.02 -0.04
C 1.778 2.917 3.172 -0.08 -0.11 -0.14
C 0.844 1.989 2.697 -0.03 0.62 0.17
C -1.707 0.116 1.722 0.04 -0.14 -0.10
C -2.022 0.352 3.069 -0.56 -0.04 0.05
C -3.348 0.604 3.458 0.32 -0.06 -0.20
C -4.360 0.641 2.490 0.22 0.03 -0.17
C -4.048 0.421 1.143 0.20 -0.01 0.07
C -2.729 0.140 0.766 -0.37 0.17 0.21
H 2.195 -2.216 0.614 -0.25 -0.18 0.33
H 2.896 -4.341 1.672 -0.36 0.12 0.10
H 1.451 -5.424 3.396 -0.10 0.21 -0.14
H -0.701 -4.347 4.064 0.24 0.18 -0.33
H -1.372 -2.184 3.062 0.36 -0.12 -0.16
H 2.954 -0.215 1.196 0.07 0.27 0.14
H 4.623 1.457 1.977 -0.32 0.07 0.18
H 3.876 3.446 3.293 -0.27 -0.26 -0.14
H 1.425 3.794 3.718 0.21 -0.25 -0.13
H -0.227 2.170 2.844 0.54 -0.05 0.06
H -1.232 0.336 3.827 -0.28 0.02 -0.16
H -3.579 0.777 4.511 0.03 -0.04 -0.36
H -5.390 0.854 2.783 0.34 -0.08 -0.08
H -4.824 0.474 0.376 0.17 -0.07 0.31
H -2.488 -0.056 -0.281 -0.10 0.08 0.23
```
Positions in Å, forces in eV/Å.

Net charge ... +2
Molar mass ... 694.98 g mol⁻¹
HOMO-LUMO gap (spin up / spin down) ... 7.658 / 4.004 eV
Multiplicity ... 5
Highest occupied orbital energy (spin up / spin down) ... -14.1 / -14.1 eV
LUMO level (spin up / spin down) ... -6.42 / -10.06 eV

For reference, the Löwdin charges in units of e are: -0.373 -0.111 0.096 0.022 -0.105 0.019 0.086 0.052 -0.138 -0.019 -0.013 0.024 -0.010 0.125 0.134 0.110 0.076 -0.187 -0.184 0.020 -0.134 -0.020 -0.026 0.101 0.118 0.029 0.111 0.130 1.039 0.625 -0.378 0.459 -0.105 -0.029 0.009 0.043 0.008 0.013 -0.243 -0.126 -0.069 -0.052 -0.055 -0.128 -0.261 -0.119 -0.054 -0.057 -0.063 -0.092 0.107 0.133 0.144 0.135 0.119 0.088 0.116 0.121 0.120 0.071 0.112 0.116 0.117 0.110 0.090

Computed, not measured: a 2-piece molecular cluster, C30H29N4 overall at a distorted geometry, with ωB97M-V with the def2-TZVPD basis set.

Structure (XYZ):
```
63
Properties=species:S:1:pos:R:3:forces:R:3
C -5.526 -0.274 -2.112 0.26 -0.20 0.32
N -5.158 -0.402 -0.689 0.48 0.85 -0.45
C -5.667 -1.573 -0.043 -0.47 -0.77 0.54
C -5.339 -2.835 -0.566 0.00 0.36 0.26
C -5.875 -3.991 -0.005 -0.09 0.08 0.07
C -6.764 -3.899 1.072 0.04 0.29 -0.08
C -7.107 -2.643 1.588 0.25 0.00 -0.13
C -6.544 -1.482 1.048 0.30 -0.18 -0.50
C -3.875 0.066 -0.341 -0.16 -0.48 -0.13
C -3.609 0.509 0.971 0.14 0.03 0.10
C -2.385 1.079 1.281 0.29 0.05 -0.41
C -1.290 1.017 0.358 -1.01 -0.47 -0.48
C -0.023 1.592 0.664 0.68 -0.54 0.14
C 1.238 1.027 0.381 -0.03 -0.17 -0.20
C 2.427 1.823 0.462 0.24 -0.29 -0.15
C 3.653 1.292 0.114 -0.30 0.39 -0.01
C 3.795 -0.087 -0.194 0.60 -0.15 -0.42
N 5.036 -0.575 -0.611 -0.69 0.79 0.25
C 5.710 0.129 -1.703 0.03 0.02 0.09
C 5.623 -1.779 -0.126 0.37 -1.14 0.19
C 5.462 -3.001 -0.797 -0.14 0.30 0.32
C 6.029 -4.167 -0.277 0.04 0.04 0.01
C 6.803 -4.121 0.886 -0.01 0.33 -0.03
C 7.044 -2.889 1.510 -0.23 -0.05 -0.31
C 6.458 -1.729 1.007 -0.49 0.01 -0.32
C 2.651 -0.914 -0.145 -0.59 -0.01 0.33
C 1.400 -0.365 0.066 0.35 0.15 0.01
C -1.548 0.447 -0.927 -0.06 0.19 0.45
C -2.837 0.092 -1.296 0.22 0.06 0.17
H -5.232 0.723 -2.460 -0.13 -0.20 0.02
H -5.021 -1.034 -2.725 -0.21 0.15 -0.09
H -6.609 -0.392 -2.220 0.27 0.02 0.11
H -4.646 -2.884 -1.407 -0.20 -0.11 0.19
H -5.605 -4.962 -0.426 -0.11 0.28 0.20
H -7.190 -4.803 1.507 0.09 0.25 -0.14
H -7.822 -2.553 2.405 0.24 -0.11 -0.17
H -6.774 -0.492 1.436 -0.13 -0.21 -0.04
H -4.409 0.439 1.712 0.31 0.18 -0.22
H -2.227 1.554 2.252 -0.06 -0.23 -0.25
H -0.026 2.575 1.137 0.03 -0.11 0.15
H 2.353 2.863 0.782 -0.06 -0.23 -0.17
H 4.549 1.919 0.101 -0.41 -0.21 0.14
H 6.788 -0.051 -1.645 -0.23 0.11 -0.02
H 5.330 -0.226 -2.675 0.18 0.09 0.20
H 5.504 1.198 -1.622 0.20 -0.11 -0.17
H 4.861 -3.020 -1.707 0.14 -0.10 0.20
H 5.861 -5.117 -0.789 0.08 0.31 0.19
H 7.229 -5.034 1.306 -0.11 0.28 -0.20
H 7.684 -2.822 2.387 -0.15 -0.09 -0.15
H 6.611 -0.760 1.479 0.04 -0.20 0.02
H 2.755 -1.979 -0.325 0.02 0.14 -0.03
H 0.512 -0.996 0.011 0.29 0.11 0.11
H -0.736 0.336 -1.648 -0.24 0.23 0.19
H -3.036 -0.222 -2.318 0.13 -0.02 0.27
N 0.038 4.584 0.801 -0.10 -0.19 -0.21
C -0.546 5.043 -0.288 0.50 1.17 0.73
N -0.444 6.414 -0.322 0.17 -0.27 0.33
C 0.248 6.818 0.817 -0.18 -1.01 -0.17
C 0.541 5.660 1.505 -0.64 0.54 -1.18
H -1.048 4.476 -1.070 0.19 0.11 0.33
H -0.813 7.018 -1.051 0.19 -0.22 0.38
H 0.470 7.843 1.046 -0.07 0.11 -0.13
H 1.068 5.537 2.437 -0.05 0.03 -0.06
```
Positions in Å, forces in eV/Å.

Net charge ... +1
Molar mass ... 445.59 g mol⁻¹
HOMO-LUMO gap ... 6.041 eV
Highest occupied orbital energy ... -10.5 eV
Relative energy (zero: lowest compared OMol25 entry of this formula, charge and spin) ... 0.0 kcal per mole
LUMO level ... -4.48 eV

For reference, the Löwdin charges in units of e are: -0.046 -0.099 -0.244 -0.021 -0.073 -0.078 -0.071 -0.018 -0.193 0.016 0.012 -0.212 0.086 -0.194 0.021 0.005 -0.173 -0.102 -0.013 -0.247 -0.024 -0.073 -0.073 -0.068 -0.010 0.025 0.017 -0.009 -0.002 0.097 0.079 0.104 0.115 0.109 0.107 0.108 0.112 0.120 0.128 0.087 0.118 0.123 0.103 0.099 0.078 0.118 0.110 0.110 0.109 0.118 0.119 0.124 0.124 0.109 0.002 -0.179 0.046 -0.084 -0.138 0.123 0.154 0.107 0.098

Computed, not measured: C30H30AsMnN6O4 as an isolated structure at a distorted geometry, with ωB97M-V with the def2-TZVPD basis set.

Structure (XYZ):
```
72
Properties=species:S:1:pos:R:3:forces:R:3
Mn -1.818 0.470 -0.038 0.32 -0.72 0.93
C -3.903 0.602 3.418 0.17 0.11 -0.01
C -3.119 -0.375 2.562 -0.83 -0.26 -0.21
C -2.699 -1.618 3.318 0.23 0.02 0.01
O -1.928 0.301 2.021 0.31 0.29 -0.38
C -3.981 -0.774 1.329 0.42 0.05 1.41
O -5.005 -1.370 1.458 0.13 0.08 -0.36
O -3.458 -0.370 0.185 0.12 0.09 -1.20
H -3.351 0.843 4.328 0.00 0.00 -0.03
H -4.855 0.154 3.698 0.01 -0.05 -0.03
H -4.106 1.523 2.870 -0.02 -0.01 0.01
H -2.137 -1.348 4.216 -0.01 0.01 -0.02
H -2.089 -2.276 2.694 -0.03 0.00 0.00
H -3.586 -2.165 3.628 -0.03 0.01 -0.02
H -1.147 -0.023 2.500 0.09 0.08 -0.23
N -3.383 -1.020 -2.534 0.08 0.06 -0.03
C -2.667 0.024 -2.921 -0.03 -0.13 0.19
N -2.594 0.292 -4.212 -0.03 0.06 -0.30
C -1.903 1.365 -4.584 -0.09 -0.28 0.29
N -1.821 1.660 -5.869 0.02 0.04 0.01
N -1.266 2.198 -3.709 0.17 0.23 -0.01
C -1.357 1.871 -2.462 -0.11 -0.17 -0.17
N -2.017 0.788 -1.972 -0.08 0.05 0.00
C -0.756 2.758 -1.446 0.14 0.14 0.11
C -0.086 3.918 -1.784 -0.06 -0.09 -0.07
C 0.351 4.754 -0.767 -0.02 -0.10 0.05
C 0.096 4.396 0.548 0.06 0.13 -0.06
C -0.555 3.205 0.807 -0.13 -0.11 0.20
N -0.965 2.390 -0.169 0.08 -0.21 -0.11
H -3.908 -1.499 -3.248 0.02 -0.05 -0.01
H -3.607 -1.168 -1.560 -0.07 0.03 0.05
H -2.310 1.091 -6.540 0.00 0.01 -0.03
H -1.346 2.498 -6.159 0.01 0.00 -0.04
H 0.056 4.146 -2.830 0.00 0.04 0.00
H 0.867 5.676 -0.998 -0.01 0.00 0.00
H 0.392 5.038 1.366 -0.01 -0.04 0.03
H -0.782 2.900 1.821 0.03 -0.05 -0.01
O -0.298 -0.898 -0.105 -0.84 0.57 -0.09
As 1.356 -1.068 0.170 0.22 0.04 0.18
C 2.234 0.182 -1.006 -0.16 -0.20 0.23
C 3.083 1.191 -0.570 0.05 -0.11 0.09
C 3.639 2.057 -1.503 0.05 0.06 0.01
C 3.351 1.908 -2.852 -0.01 0.03 -0.01
C 2.506 0.892 -3.284 -0.04 -0.01 -0.01
C 1.942 0.027 -2.360 -0.04 -0.07 0.05
C 1.623 -0.673 2.041 0.02 0.00 -0.40
C 1.855 -1.696 2.951 0.00 -0.11 -0.10
C 1.917 -1.403 4.307 0.00 0.02 0.01
C 1.735 -0.099 4.746 -0.02 -0.03 0.02
C 1.496 0.923 3.834 -0.02 0.04 -0.02
C 1.443 0.638 2.477 -0.02 0.02 -0.04
C 1.861 -2.872 -0.216 -0.01 0.29 0.06
C 0.899 -3.783 -0.630 -0.10 0.12 0.05
C 1.284 -5.086 -0.906 0.02 -0.04 -0.01
C 2.613 -5.461 -0.765 -0.02 0.00 0.00
C 3.570 -4.542 -0.350 0.03 -0.02 0.01
C 3.198 -3.237 -0.074 -0.06 0.10 0.00
H 3.342 1.281 0.479 -0.01 0.05 -0.02
H 4.317 2.835 -1.177 -0.01 -0.01 0.00
H 3.801 2.576 -3.576 0.00 -0.01 0.02
H 2.302 0.763 -4.339 0.01 0.01 0.01
H 1.300 -0.786 -2.681 0.00 0.04 -0.08
H 1.979 -2.715 2.602 0.04 0.00 0.05
H 2.109 -2.194 5.019 -0.01 0.00 0.00
H 1.782 0.124 5.803 0.02 0.00 0.00
H 1.367 1.940 4.184 0.01 -0.01 -0.01
H 1.279 1.427 1.751 0.01 0.05 0.07
H -0.133 -3.468 -0.729 0.00 -0.05 -0.02
H 0.548 -5.808 -1.230 0.00 0.00 0.00
H 2.908 -6.479 -0.981 0.00 0.00 0.00
H 4.602 -4.844 -0.244 0.00 0.01 0.00
H 3.935 -2.509 0.247 0.05 -0.05 -0.01
```
Positions in Å, forces in eV/Å.

Net charge ... +2
Molar mass ... 668.47 g mol⁻¹
HOMO-LUMO gap (spin up / spin down) ... 6.780 / 7.856 eV
Multiplicity ... 5
Highest occupied orbital energy (spin up / spin down) ... -14.5 / -14.5 eV
Relative energy (zero: lowest compared OMol25 entry of this formula, charge and spin) ... 8.5 kcal per mole
LUMO level (spin up / spin down) ... -7.68 / -6.61 eV

For reference, the Löwdin charges in units of e are: 1.073 0.016 -0.461 0.016 -0.087 -0.517 0.180 -0.130 0.101 0.112 0.102 0.104 0.105 0.114 0.105 0.228 -0.387 0.199 -0.398 0.222 0.211 -0.265 0.075 -0.178 0.038 0.010 -0.004 -0.090 0.042 0.139 0.087 0.134 0.129 0.128 0.132 0.128 0.122 -0.516 1.272 -0.301 -0.089 -0.061 -0.055 -0.062 -0.100 -0.300 -0.073 -0.044 -0.046 -0.060 -0.134 -0.326 -0.084 -0.053 -0.044 -0.053 -0.093 0.103 0.117 0.118 0.115 0.113 0.111 0.121 0.121 0.116 0.081 0.101 0.117 0.119 0.118 0.115